1.
{
  "formula": "C22H18CeF9O2",
  "method": "ωB97M-V with the def2-TZVPD basis set",
  "species": ["C", "C", "C", "H", "C", "C", "H", "H", "H", "H", "C", "C", "C", "H", "C", "C", "H", "H", "H", "H", "Ce", "O", "C", "C", "H", "H", "H", "H", "C", "C", "C", "H", "C", "H", "C", "H", "C", "H", "F", "C", "F", "F", "C", "O", "C", "F", "F", "F", "C", "F", "F", "F"],
  "coordinates": [[2.3737, 0.0755, 0.8333], [2.4065, 0.4988, -0.5124], [1.6282, 1.6666, -0.6160], [2.9310, 0.0136, -1.3169], [1.1176, 1.9653, 0.6609], [1.5704, 0.9780, 1.5575], [1.3607, 0.9363, 2.6108], [2.8660, -0.7900, 1.2398], [1.4269, 2.2112, -1.5238], [0.4546, 2.7746, 0.9101], [-0.7466, -1.6984, -1.6250], [0.6489, -1.8896, -1.5562], [0.9529, -2.3904, -0.2690], [1.3488, -1.7308, -2.3587], [-0.2395, -2.4444, 0.4691], [-1.2925, -2.0191, -0.3775], [-2.3201, -1.8913, -0.0848], [-1.2833, -1.2770, -2.4573], [1.9320, -2.6527, 0.0899], [-0.3422, -2.7650, 1.4905], [0.1599, -0.1220, -0.0331], [-1.2641, 0.8765, -0.6371], [-1.7287, 2.1927, -0.6520], [-2.4557, 2.5345, 0.5968], [-0.8978, 2.8921, -0.8181], [-2.3927, 2.3154, -1.5231], [-1.8282, 2.7949, 1.4386], [-3.8379, 4.3431, 1.9539], [-4.4658, 3.5828, 1.5069], [-3.8483, 2.5498, 0.7542], [-4.7026, 1.5702, 0.1837], [-4.2786, 0.7592, -0.3919], [-6.0687, 1.6309, 0.3567], [-6.6971, 0.8703, -0.0887], [-6.6479, 2.6586, 1.0971], [-7.7207, 2.6997, 1.2269], [-5.8314, 3.6328, 1.6700], [-6.2734, 4.4344, 2.2475], [4.4738, -2.0239, 1.9314], [3.7517, -2.8028, 1.0306], [4.6132, -3.8163, 0.6537], [2.7936, -3.4496, 1.8118], [3.0685, -1.8858, -0.3870], [1.8609, -1.1535, -0.2401], [4.6164, -1.1390, -0.6203], [5.6954, -2.0026, -0.4959], [4.8272, -0.6012, -1.8903], [4.9085, -0.1333, 0.2904], [3.2705, -2.9357, -1.7126], [4.4672, -3.6267, -1.6994], [2.3297, -3.9544, -1.7987], [3.3090, -2.2625, -2.9263]],
  "forces_ev_per_a": [[2.8, 5.5, 5.5], [2.7, 7.1, -1.1], [2.3, 1.4, -0.1], [0.0, 1.3, -0.3], [-0.1, 1.5, 0.4], [2.6, 0.8, 0.7], [-0.2, -0.1, 0.2], [0.4, 1.5, 1.5], [-0.1, 0.0, -0.1], [0.0, 0.1, 0.0], [-0.9, -2.4, -0.9], [-4.3, -2.1, -4.3], [-1.9, -5.0, -0.1], [-0.3, 0.1, 0.0], [-0.3, -1.5, 1.0], [-1.1, -0.5, -1.3], [-0.1, 0.0, 0.0], [-0.1, 0.1, -0.1], [-2.5, -5.7, 0.9], [0.1, -0.1, 0.2], [-4.0, -0.6, 3.4], [-4.9, 4.0, -2.4], [-1.2, 0.8, -0.9], [1.3, 0.1, 0.0], [-0.1, -0.1, 0.1], [0.0, 0.0, 0.2], [0.0, 0.4, 0.1], [0.0, 0.0, 0.0], [0.4, -0.5, 0.0], [-1.8, 0.1, 0.2], [0.5, 0.5, -0.1], [0.1, 0.0, 0.0], [-0.3, 0.1, 0.1], [0.0, 0.0, 0.0], [0.2, 0.0, 0.0], [0.0, 0.0, 0.0], [-0.3, -0.1, 0.0], [0.0, 0.0, 0.0], [-1.3, -1.0, -1.7], [0.6, -1.8, 2.2], [-1.8, 1.7, 0.6], [1.1, 1.5, -1.6], [5.9, -1.2, -1.0], [8.7, -7.1, -2.2], [2.4, 2.2, -0.2], [-2.1, 1.2, 0.1], [-0.8, -0.6, 2.0], [-0.6, -1.5, -1.7], [-0.1, -2.2, -1.5], [-1.9, 1.4, 0.1], [1.6, 1.9, 0.1], [-0.6, -0.8, 2.0]],
  "mulliken_charge": [1.16, 0.75, -2.03, 0.66, -0.49, -1.54, 0.50, 0.26, 0.39, 0.68, -1.29, -0.11, 0.72, 0.57, -1.53, -0.54, 0.52, 0.51, 0.50, 0.52, 0.64, -0.40, -0.71, -0.49, 0.30, 0.45, 0.37, 0.39, -0.52, 0.62, -0.34, 0.41, -0.63, 0.39, -0.41, 0.38, -0.51, 0.36, -0.24, 0.93, -0.21, -0.29, -0.76, 0.29, 0.83, -0.21, -0.24, -0.24, 0.31, -0.20, -0.22, -0.24],
  "spin_multiplicity": 2,
  "total_charge": 0,
  "e_homo_ha": [-0.236, -0.236]
}

***

2.
{
  "formula": "C22H18Cl2N3PtS",
  "method": "ωB97M-V with the def2-TZVPD basis set",
  "species": ["Pt", "C", "C", "C", "C", "N", "C", "C", "C", "C", "C", "C", "C", "H", "H", "H", "H", "H", "H", "H", "H", "Cl", "C", "Cl", "H", "H", "S", "C", "C", "C", "N", "C", "C", "C", "C", "C", "N", "C", "C", "H", "H", "H", "H", "H", "H", "H", "H"],
  "coordinates": [[6.4809, -9.8355, -14.1030], [6.3014, -10.8293, -18.2832], [7.5582, -11.4596, -18.5204], [8.4776, -11.5079, -17.4148], [8.0996, -10.9275, -16.2014], [6.8346, -10.4623, -15.9842], [5.9574, -10.3702, -17.0139], [8.9754, -10.7113, -15.0465], [10.2960, -11.1152, -14.9198], [10.9453, -10.9069, -13.7031], [10.4304, -10.0397, -12.7725], [9.2379, -9.3561, -12.9663], [8.4313, -9.8381, -14.0040], [5.6353, -10.6848, -19.1616], [7.6731, -12.0327, -19.4513], [9.5424, -11.8636, -17.3708], [4.9529, -10.0371, -16.7064], [10.8005, -11.7056, -15.6516], [11.8945, -11.3849, -13.5550], [11.0470, -9.7632, -11.8871], [8.9125, -8.5857, -12.2612], [3.5656, -10.5426, -14.5638], [2.3215, -9.3576, -14.2376], [1.6275, -9.5985, -12.5420], [1.4156, -9.4764, -14.8887], [2.7347, -8.3516, -14.3183], [4.6613, -7.2646, -8.4429], [5.1167, -7.9551, -9.9781], [4.4771, -7.7899, -11.2347], [5.1095, -8.1956, -12.3835], [6.1604, -9.0484, -12.3200], [6.6266, -9.4436, -11.1039], [6.2520, -8.7397, -9.9808], [2.8771, -7.4805, -8.5459], [2.1174, -6.5102, -7.9718], [0.7465, -6.6813, -8.2283], [0.2034, -7.6461, -8.9537], [1.0421, -8.6052, -9.4612], [2.3679, -8.6219, -9.1662], [3.4991, -7.3720, -11.3026], [4.7694, -7.8735, -13.3579], [7.4659, -10.0451, -11.1170], [6.7983, -8.8743, -9.0723], [2.5179, -5.7494, -7.3070], [0.0046, -6.1002, -7.6363], [0.6044, -9.4758, -9.9032], [3.0940, -9.3875, -9.5073]],
  "forces_ev_per_a": [[0.2, 0.5, -0.5], [0.5, -0.1, -0.9], [-0.2, -0.2, 2.1], [0.0, 0.4, -0.5], [-0.7, 0.1, -0.1], [0.0, -0.3, -1.1], [0.5, -0.6, 0.5], [0.0, 1.6, 1.3], [-0.5, -0.3, 0.9], [0.1, 0.0, -0.8], [1.2, 1.2, 1.1], [-0.8, -0.8, -0.5], [0.5, -1.1, -0.9], [0.3, -0.3, 1.0], [0.4, 0.7, 0.4], [-1.4, 0.0, -0.9], [0.7, 0.0, -0.7], [0.1, -0.3, -0.5], [0.3, 0.0, 0.2], [-0.5, -0.4, -0.7], [0.0, -0.4, -0.3], [0.3, -0.2, 0.0], [-1.9, 0.2, 0.8], [0.6, 0.3, -1.2], [1.3, -0.1, 0.4], [-0.1, -0.3, 0.2], [-0.7, -0.7, -1.6], [-0.6, 0.9, 2.0], [-0.5, 0.5, -1.7], [-1.1, 0.6, 1.8], [-0.5, -0.2, -1.4], [-0.5, 2.1, 1.7], [1.6, -2.0, -0.6], [2.3, -0.2, 0.4], [-1.4, -0.1, -0.1], [-1.1, 0.4, 1.5], [1.0, -0.8, -0.7], [-1.1, 0.5, 1.5], [1.5, 0.3, -0.9], [-0.3, 0.7, -0.1], [-0.1, -0.2, 0.0], [1.4, -1.3, 0.1], [0.3, -0.3, 0.4], [-0.1, 0.0, -0.4], [0.6, 0.0, -0.8], [-0.5, -0.1, -0.5], [-0.9, 0.4, 0.2]],
  "nbo_charge": [0.61, -0.26, -0.12, -0.22, 0.21, -0.46, 0.05, -0.16, -0.16, -0.22, -0.18, -0.28, -0.02, 0.25, 0.25, 0.24, 0.22, 0.22, 0.23, 0.23, 0.23, 0.02, -0.38, -0.06, 0.25, 0.23, 0.70, -0.37, -0.21, -0.02, -0.47, -0.08, -0.15, -0.18, -0.25, 0.06, -0.36, 0.04, -0.26, 0.23, 0.21, 0.22, 0.23, 0.25, 0.21, 0.21, 0.25],
  "spin_multiplicity": 3,
  "total_charge": 1,
  "e_homo_ha": [-0.312, -0.403]
}

***

3.
{
  "formula": "C22H18ClN2O6S2",
  "method": "ωB97M-V with the def2-TZVPD basis set",
  "species": ["Cl", "C", "S", "C", "C", "C", "C", "C", "C", "O", "O", "H", "H", "H", "H", "H", "H", "C", "C", "C", "C", "C", "S", "O", "O", "N", "C", "C", "C", "C", "C", "C", "C", "N", "O", "O", "C", "C", "C", "H", "H", "H", "H", "H", "H", "H", "H", "H", "H", "H", "H"],
  "coordinates": [[-1.5569, 0.5131, -0.5175], [-2.3923, -0.1413, 0.7788], [-3.3558, 0.9722, 1.7006], [-5.0120, 1.2009, 1.0184], [-5.5178, 2.4868, 0.8188], [-6.8727, 2.6457, 0.5193], [-7.7075, 1.5335, 0.4212], [-7.1738, 0.2527, 0.5462], [-5.8221, 0.0818, 0.8519], [-3.6709, 0.4258, 3.0070], [-2.7901, 2.2983, 1.5942], [-2.6103, -1.2141, 0.7784], [-4.8649, 3.3521, 0.9214], [-7.2563, 3.6516, 0.3690], [-8.7657, 1.6548, 0.2189], [-7.7937, -0.6312, 0.4202], [-5.3819, -0.9054, 0.9823], [4.6088, 3.9402, -1.3274], [4.0715, 2.8449, -0.4409], [4.9433, 2.0298, 0.2914], [4.4561, 0.9756, 1.0628], [3.0831, 0.7112, 1.0500], [2.4446, -0.7460, 1.8574], [3.5400, -1.5909, 2.2408], [1.3577, -0.4284, 2.7403], [1.6165, -1.5374, 0.5224], [2.2704, -2.1802, -0.5483], [3.6329, -2.3507, -0.7815], [4.0246, -3.2735, -1.7618], [3.0570, -3.9524, -2.5361], [1.6873, -3.7218, -2.3397], [1.3013, -2.8636, -1.3081], [0.0314, -2.5832, -0.6392], [-1.1721, -3.2440, -0.8999], [-1.1895, -4.1454, -1.7747], [-2.1964, -2.9226, -0.2476], [0.2701, -1.7739, 0.4628], [2.1892, 1.6102, 0.4655], [2.6893, 2.6334, -0.3350], [3.7856, 4.4110, -1.8776], [5.1279, 4.7193, -0.7506], [5.3289, 3.5301, -2.0492], [6.0191, 2.2137, 0.2588], [5.1341, 0.3599, 1.6480], [4.3649, -1.7878, -0.2109], [5.0890, -3.4831, -1.9143], [3.3859, -4.6727, -3.2902], [0.9240, -4.1998, -2.9515], [-0.4566, -1.4759, 1.2079], [1.1213, 1.4982, 0.6362], [2.0034, 3.2782, -0.8891]],
  "forces_ev_per_a": [[0.9, 0.7, -1.8], [-2.0, 0.3, 3.1], [1.0, -1.4, -1.3], [-0.1, 0.2, 0.1], [-0.2, -0.3, 0.0], [0.2, -0.1, 0.0], [0.2, 0.0, -0.2], [0.4, -0.2, 0.1], [-0.3, 0.3, -0.1], [0.1, -0.2, 0.0], [0.3, 0.4, 0.2], [-0.2, 0.9, 0.0], [-0.1, -0.3, 0.0], [-0.1, -0.2, 0.0], [0.0, 0.0, 0.0], [-0.1, 0.2, 0.0], [-0.2, 0.1, 0.0], [0.0, 0.0, -0.1], [-0.1, -0.2, 0.0], [-0.2, 0.0, 0.2], [-0.1, -0.2, -0.4], [0.1, 0.3, 0.5], [-1.4, -0.1, -0.5], [-0.4, 0.4, -0.2], [0.9, -0.1, -0.4], [0.9, 0.6, 0.5], [0.0, -0.6, 0.0], [0.3, -0.2, -0.4], [-0.4, 0.2, 0.1], [-0.3, 0.3, 0.2], [0.6, -0.1, -0.3], [-0.5, 0.1, 0.7], [1.5, 0.3, 0.4], [-2.7, -0.8, -0.3], [0.2, 1.5, 1.3], [2.0, -0.9, -1.2], [-0.1, -1.1, -0.8], [0.0, -0.3, -0.2], [0.2, 0.0, 0.2], [0.3, -0.1, 0.1], [-0.2, -0.2, -0.1], [-0.2, 0.1, 0.1], [-0.3, 0.0, 0.0], [-0.2, -0.1, -0.2], [0.0, -0.3, 0.0], [-0.4, 0.2, 0.0], [-0.2, 0.3, 0.2], [0.3, 0.0, 0.3], [0.1, 0.4, 0.1], [0.0, -0.1, -0.3], [0.2, -0.2, 0.3]],
  "nbo_charge": [-0.06, -1.01, 2.16, -0.28, -0.21, -0.22, -0.24, -0.22, -0.20, -0.98, -1.00, 0.24, 0.24, 0.20, 0.20, 0.20, 0.23, -0.63, 0.00, -0.23, -0.17, -0.36, 2.31, -0.91, -0.88, -0.62, 0.20, -0.25, -0.22, -0.23, -0.18, -0.10, -0.01, 0.50, -0.43, -0.39, 0.10, -0.17, -0.16, 0.22, 0.22, 0.22, 0.21, 0.24, 0.23, 0.21, 0.21, 0.24, 0.30, 0.27, 0.22],
  "total_charge": -1,
  "e_homo_ha": -0.119
}

***

4.
{
  "formula": "C22H19AsN2O3W",
  "method": "ωB97M-V with the def2-TZVPD basis set",
  "species": ["W", "N", "C", "C", "O", "N", "C", "C", "O", "O", "H", "H", "H", "H", "H", "H", "C", "C", "C", "C", "C", "C", "As", "C", "C", "C", "C", "C", "C", "C", "C", "C", "C", "C", "C", "H", "H", "H", "H", "H", "H", "H", "H", "H", "H", "H", "H", "H"],
  "coordinates": [[-0.9469, 2.0332, 0.0466], [-3.0525, 2.3709, -0.2749], [-3.4369, 2.2961, 1.2184], [-2.4660, 3.3314, 1.7738], [-2.6806, 4.4909, 1.8032], [-1.1181, 2.7320, 1.8445], [-0.0554, 3.7818, 2.0153], [0.5040, 4.2116, 0.6370], [1.5486, 4.6677, 0.3895], [-0.4439, 3.7793, -0.3502], [-3.2825, 3.3273, -0.5721], [-3.6188, 1.7142, -0.8146], [-3.2521, 1.2767, 1.5669], [-4.4811, 2.5630, 1.3839], [0.7777, 3.4338, 2.6232], [-0.4960, 4.6738, 2.4750], [2.1525, -7.6479, 2.2793], [3.0039, -6.9162, 1.4685], [2.6669, -5.6082, 0.9994], [1.4794, -5.3841, 1.5267], [0.4859, -5.8349, 2.2675], [0.9296, -7.1320, 2.6741], [-0.1792, -0.4343, 0.3610], [-1.1334, 0.1388, -1.2926], [-2.3077, -0.4775, -1.7906], [-2.6655, -0.2872, -3.1115], [-1.8882, 0.5272, -3.9480], [-0.7290, 1.1554, -3.4888], [-0.3283, 0.9449, -2.1735], [0.9022, 1.4158, -1.5321], [1.8628, 2.2820, -2.0992], [2.9951, 2.6000, -1.3821], [3.1876, 2.1094, -0.0752], [2.2497, 1.2825, 0.5232], [1.1156, 0.8982, -0.2144], [2.4454, -8.6367, 2.6063], [3.9668, -7.2930, 1.1414], [3.3105, -5.0298, 0.3558], [-0.4613, -5.4170, 2.5685], [0.2446, -7.6774, 3.3141], [-2.9106, -1.1149, -1.1526], [-3.5487, -0.7723, -3.5096], [-2.1834, 0.6582, -4.9831], [-0.1406, 1.7596, -4.1683], [1.7266, 2.6814, -3.0966], [3.7454, 3.2460, -1.8222], [4.0879, 2.3786, 0.4652], [2.4179, 0.9016, 1.5238]],
  "forces_ev_per_a": [[0.0, -0.6, -0.1], [0.0, 0.2, 0.6], [-0.2, 0.1, -0.1], [-0.4, -0.5, 0.0], [0.2, 0.0, 0.5], [-0.2, 1.0, -0.8], [0.1, 0.2, 0.0], [0.0, -0.2, 0.7], [-0.2, 0.3, -0.2], [0.9, -0.2, -0.4], [0.0, -0.1, -0.3], [0.0, 0.1, -0.1], [0.0, 0.1, 0.2], [0.0, 0.0, -0.1], [-0.1, -0.1, 0.1], [-0.1, -0.1, 0.2], [0.0, 0.0, 0.0], [0.0, 0.0, 0.0], [0.0, 0.0, 0.0], [0.1, -0.5, 0.1], [0.0, 0.0, 0.0], [0.0, 0.0, 0.0], [0.1, 0.5, -0.2], [-0.1, -0.1, 0.2], [0.0, 0.0, 0.1], [0.0, 0.0, 0.0], [0.0, 0.0, 0.0], [-0.1, 0.1, 0.1], [0.1, -0.4, 0.0], [0.0, 0.1, -0.1], [-0.1, 0.1, -0.1], [0.0, 0.0, 0.0], [0.0, 0.0, 0.0], [-0.1, 0.2, 0.0], [0.1, -0.3, -0.2], [0.0, 0.0, 0.0], [0.0, 0.0, 0.0], [0.0, 0.0, 0.0], [0.0, 0.0, 0.0], [0.0, 0.0, 0.0], [0.0, 0.0, 0.0], [0.0, 0.0, 0.0], [0.0, 0.0, 0.0], [0.0, 0.0, 0.0], [0.0, 0.0, 0.0], [0.0, 0.0, 0.0], [0.0, 0.0, 0.0], [0.0, 0.0, 0.0]],
  "nbo_charge": [1.75, -0.80, -0.32, 0.65, -0.39, -0.60, -0.38, 0.76, -0.39, -0.68, 0.46, 0.46, 0.25, 0.32, 0.29, 0.33, -0.20, -0.09, -0.36, 0.56, -0.36, -0.09, 0.99, -0.53, -0.12, -0.16, -0.05, -0.15, -0.02, -0.01, -0.13, -0.09, -0.05, -0.19, -0.45, 0.29, 0.29, 0.32, 0.32, 0.29, 0.27, 0.29, 0.29, 0.28, 0.27, 0.29, 0.29, 0.27],
  "total_charge": 4,
  "e_homo_ha": [-0.749, -0.749]
}